[1]
Here is a molecular structure, C20H41Cl2Cu2NO6S2 from the OMol25 dataset. Energies are from wB97M-V/def2-TZVPD.

Values from the calculation:
LUMO	-1.31	eV
net charge	0
gap between HOMO and LUMO	4.99	eV
maximum force	19.04	eV Å⁻¹
spin multiplicity	1
energy relative to the best compared isomer or geometry (same formula, charge and spin)	218.2	kcal per mole

Each line ends with the Mulliken charge.
Cartesian coordinates (Å):
Cu: -7.93601 18.47020 21.92685  0.426
Cu: -5.68562 17.66365 21.88348  -0.458
C: -3.97900 15.70208 20.08685  -2.176
C: -3.16438 16.91781 20.54932  0.531
C: -3.01468 17.73302 19.27463  -0.784
C: -2.57085 19.07697 19.52660  -0.900
C: -3.46972 19.80228 20.50262  -1.285
C: -3.53613 19.06885 21.85248  1.284
N: -3.92971 17.68741 21.61982  2.333
O: -4.17946 16.93467 22.86846  -0.979
C: -4.72627 19.89822 22.57437  -0.284
C: -2.26765 19.16955 22.81369  -1.506
C: -1.72960 16.31308 20.92141  -1.605
H: -4.31012 15.16421 20.97519  0.368
H: -3.50010 14.98922 19.41559  0.423
H: -4.87747 16.02439 19.56057  0.330
H: -3.96683 17.74711 18.74423  0.344
H: -2.24506 17.35007 18.60447  0.332
H: -2.53303 19.63904 18.59347  0.501
H: -1.54117 19.14640 19.87734  0.359
H: -4.46058 19.97110 20.08099  0.531
H: -3.08685 20.81361 20.63944  0.300
H: -5.48332 19.96717 21.79321  -0.019
H: -4.27189 20.84325 22.87189  1.120
H: -5.08619 19.25174 23.37478  -0.895
H: -1.81053 20.07483 23.21321  0.357
H: -1.49323 18.55890 22.34950  0.189
H: -2.60139 18.67551 23.72618  0.376
H: -1.91394 15.66477 21.77803  0.316
H: -1.08043 17.15608 21.15814  0.389
H: -1.29851 15.72677 20.10993  0.447
C: -6.02097 17.94598 24.11186  -0.056
O: -6.90471 18.52780 23.17372  -0.798
H: -5.31190 17.55264 23.38343  2.361
H: -5.61088 18.50334 24.95406  -0.481
H: -6.32448 16.99132 24.54153  -1.096
C: -4.97777 17.91097 28.70279  -0.836
C: -5.74195 17.11429 27.65956  -0.709
C: -6.89094 17.94301 27.09027  0.171
S: -6.46928 19.74099 27.54724  0.829
O: -7.30580 20.17962 28.66052  -0.696
O: -6.45396 20.43389 26.23993  -0.363
C: -4.79987 19.33053 28.19623  -0.863
H: -3.99758 17.48672 28.92037  0.361
H: -5.61424 18.01152 29.58192  0.353
H: -6.12485 16.13755 27.95526  0.567
H: -5.07905 16.96156 26.80789  0.330
H: -7.86769 17.67808 27.49506  0.382
H: -6.83437 17.89079 26.00300  -0.689
H: -4.44464 20.07661 28.90706  0.533
H: -4.02674 19.48896 27.44438  0.316
C: -8.42058 14.17991 23.75012  -0.736
C: -8.54614 13.34718 25.06283  -0.651
C: -8.39758 14.45646 26.14881  -1.095
S: -7.17994 15.74336 25.65099  1.404
O: -5.85430 15.29229 25.98666  -0.671
O: -7.63995 17.11935 25.97209  -0.149
C: -7.54315 15.40557 23.80287  0.242
H: -9.36999 14.50196 23.32233  0.373
H: -7.98842 13.50078 23.01519  0.320
H: -7.82096 12.54074 25.17181  0.355
H: -9.51268 12.87155 25.22918  0.366
H: -8.31198 14.25244 27.21613  0.459
H: -9.34698 14.99119 26.12066  0.417
H: -6.57303 15.16134 23.37007  0.206
H: -7.94565 16.32190 23.37109  -0.455
Cl: -8.53876 21.98395 24.41026  -0.251
C: -6.75175 22.13408 23.84753  -0.449
C: -6.57343 21.11794 22.77597  0.880
Cl: -7.41929 21.52478 21.27613  -0.231
H: -6.12378 22.02647 24.73194  0.313
H: -6.48670 23.10189 23.42187  0.539
H: -7.06929 20.17865 23.02081  -0.442
H: -5.52240 20.94988 22.54104  -0.724

Cartesian forces (eV/Å) of the 3 atoms listed first:
Cu -4.251 0.054 -4.616
Cu -4.308 -0.070 -3.664
C -1.106 -0.122 1.084

[2]
Here is a molecular structure, C20H30N3O2PRe from the OMol25 dataset. Energies are from wB97M-V/def2-TZVPD.

Values from the calculation:
LUMO (spin up / spin down)	-15.06 / -18.85	eV
net charge	+4
⟨S²⟩	3.780
gap between HOMO and LUMO (spin up / spin down)	6.66 / 2.15	eV
maximum force	8.16	eV Å⁻¹
spin multiplicity	4
energy relative to the best compared isomer or geometry (same formula, charge and spin)	69.7	kcal per mole

Each line ends with the natural charge from an NBO analysis.
Cartesian coordinates (Å):
N: -3.88984 -3.00417 -1.22493  -0.377
C: -4.53517 -2.25910 -0.59512  0.320
C: -5.55092 -1.50499 0.11743  -0.743
H: -6.51813 -1.70869 -0.35386  0.320
H: -5.38151 -0.42531 0.08397  0.237
H: -5.59050 -1.82103 1.16319  0.288
N: 1.48809 2.18658 3.15098  -0.359
C: 1.64282 3.29198 3.46395  0.475
C: 1.86650 4.65375 3.92878  -0.756
H: 0.91723 5.19795 4.02288  0.305
H: 2.57344 5.17921 3.27410  0.307
H: 2.32776 4.59473 4.91801  0.342
N: 2.52812 -1.32180 -4.01945  -0.421
C: 2.98158 -0.61533 -4.83106  0.429
C: 3.45680 0.37617 -5.78815  -0.749
H: 4.54750 0.48049 -5.74314  0.303
H: 2.98588 1.34115 -5.52907  0.272
H: 3.19929 0.10610 -6.82094  0.312
Re: -0.35037 0.42240 -0.18052  0.690
C: 1.63920 0.18246 0.38138  0.603
O: 2.72573 -0.02277 0.76283  -0.235
C: -0.87119 -0.06333 1.71922  0.595
O: -1.09073 -0.36487 2.82767  -0.246
C: -2.31900 1.24842 -0.51043  -0.150
C: -1.94954 0.43960 -1.59473  -0.211
C: -0.72988 0.71168 -2.25728  -0.188
C: 0.09586 1.76671 -1.79079  -0.206
C: -0.24575 2.49804 -0.62798  -0.194
C: -1.47762 2.24949 -0.01806  -0.192
H: -3.22903 1.03212 0.03041  0.308
H: -2.48512 -0.48386 -1.79837  0.331
H: -0.35678 0.02234 -3.02208  0.328
H: 1.04467 1.97558 -2.28672  0.330
H: 0.42749 3.22310 -0.18275  0.327
H: -1.68492 2.83788 0.86284  0.328
C: 1.73109 -3.04407 2.34071  -0.629
C: 1.57794 -3.40095 0.85873  -0.703
P: 0.09929 -2.51861 0.09366  1.115
C: 0.00406 -3.02811 -1.71316  -0.628
C: 0.87597 -4.24711 -1.95967  -0.621
C: -1.21321 -3.74288 0.75906  -0.681
C: -0.89754 -5.21980 1.00826  -0.622
H: 1.48807 -1.98789 2.49721  0.182
H: 2.76252 -3.20106 2.70015  0.295
H: 1.07003 -3.64138 2.98795  0.252
H: 2.47069 -3.09798 0.29011  0.261
H: 1.49669 -4.49743 0.75523  0.307
H: -1.08027 -3.21350 -1.87007  0.304
H: 0.29672 -2.16603 -2.35654  0.253
H: 0.29354 -5.17645 -1.91945  0.277
H: 1.37385 -4.19801 -2.92901  0.326
H: 1.69833 -4.32897 -1.24145  0.267
H: -1.55059 -3.29158 1.70805  0.262
H: -2.03255 -3.68720 0.02362  0.288
H: -0.13018 -5.36016 1.78068  0.236
H: -1.80788 -5.72105 1.37436  0.301
H: -0.59549 -5.74314 0.08974  0.237

Cartesian forces (eV/Å) of the 3 atoms listed first:
N -0.278 1.798 1.222
C 0.604 -1.672 -1.303
C -0.242 0.246 0.280

[3]
Here is a molecular structure, C5H8O from the OMol25 dataset. Energies are from wB97M-V/def2-TZVPD.

Values from the calculation:
LUMO	0.53	eV
net charge	0
gap between HOMO and LUMO	8.74	eV
maximum force	0.37	eV Å⁻¹
spin multiplicity	1
energy relative to the best compared isomer or geometry (same formula, charge and spin)	124.7	kcal per mole

Each line ends with the natural charge from an NBO analysis.
Cartesian coordinates (Å):
C: -1.13115 1.46022 -0.19071  -0.706
C: -0.77667 0.06888 -0.61070  -0.074
C: 1.37008 -0.31219 -0.51479  -0.484
C: 0.80403 -1.19830 0.55821  0.028
O: 0.20515 -0.46650 1.61211  -0.505
C: -0.62067 -0.90234 0.51365  -0.055
H: -0.67734 1.80056 0.74935  0.211
H: -2.21966 1.41627 -0.01862  0.251
H: -0.97479 2.19710 -0.98297  0.220
H: 0.36179 -0.00490 -1.24339  0.241
H: 1.96557 0.53453 -0.17145  0.230
H: 1.87709 -0.86213 -1.31361  0.233
H: 1.24487 -2.15621 0.82110  0.198
H: -1.42829 -1.57498 0.79181  0.212

Cartesian forces (eV/Å) of the 3 atoms listed first:
C 0.052 0.055 -0.051
C -0.026 0.055 0.234
C 0.133 -0.014 0.152

[4]
Here is a single CH5N3S2 molecule from the OMol25 dataset. Energies are from wB97M-V/def2-TZVPD.

Values from the calculation:
LUMO	0.26	eV
net charge	0
gap between HOMO and LUMO	8.64	eV
maximum force	2.41	eV Å⁻¹
spin multiplicity	1
SMILES string	NNC(=S)NS
energy relative to the best compared isomer or geometry (same formula, charge and spin)	12.8	kcal per mole

Each line ends with the natural charge from an NBO analysis.
Cartesian coordinates (Å):
C: -0.06563 -0.86900 0.24940  0.246
H: -0.08792 1.70751 0.69082  0.339
H: -1.57434 1.56573 0.03759  0.342
H: -1.23039 -0.40252 1.80839  0.399
H: 0.11252 0.67007 -1.04693  0.392
H: 2.61164 -0.28333 -1.59599  0.113
N: -1.01088 1.32315 0.88189  -0.626
N: -0.99579 -0.06788 0.89711  -0.456
N: 0.54198 -0.23413 -0.77193  -0.779
S: 0.22791 -2.41516 0.78528  -0.213
S: 1.47090 -0.99444 -1.93562  0.243

Cartesian forces (eV/Å) of the 3 atoms listed first:
C -0.497 -0.087 1.193
H 0.163 -0.062 0.395
H 0.350 0.271 1.027

Copy entry 3 word for word.
Here is a molecular structure, C5H8O from the OMol25 dataset. Energies are from wB97M-V/def2-TZVPD.

Values from the calculation:
LUMO	0.53	eV
net charge	0
gap between HOMO and LUMO	8.74	eV
maximum force	0.37	eV Å⁻¹
spin multiplicity	1
energy relative to the best compared isomer or geometry (same formula, charge and spin)	124.7	kcal per mole

Each line ends with the natural charge from an NBO analysis.
Cartesian coordinates (Å):
C: -1.13115 1.46022 -0.19071  -0.706
C: -0.77667 0.06888 -0.61070  -0.074
C: 1.37008 -0.31219 -0.51479  -0.484
C: 0.80403 -1.19830 0.55821  0.028
O: 0.20515 -0.46650 1.61211  -0.505
C: -0.62067 -0.90234 0.51365  -0.055
H: -0.67734 1.80056 0.74935  0.211
H: -2.21966 1.41627 -0.01862  0.251
H: -0.97479 2.19710 -0.98297  0.220
H: 0.36179 -0.00490 -1.24339  0.241
H: 1.96557 0.53453 -0.17145  0.230
H: 1.87709 -0.86213 -1.31361  0.233
H: 1.24487 -2.15621 0.82110  0.198
H: -1.42829 -1.57498 0.79181  0.212

Cartesian forces (eV/Å) of the 3 atoms listed first:
C 0.052 0.055 -0.051
C -0.026 0.055 0.234
C 0.133 -0.014 0.152

Question: What is the energy relative to the best compared isomer or geometry (same formula, charge and spin) in the second record?
Answer: 69.7 kcal per mole

Question: Which value of maximum force does entry 4 give?
Answer: 2.41 eV Å⁻¹

Question: Which formula does entry 4 have?
Answer: CH5N3S2